1.
Computed, not measured: a structure of composition C5H13N2, with ωB97M-V/def2-TZVPD.

Properties
- E_HOMO: -13.06 eV
- Energy above the lowest of the compared OMol25 structures with the same formula, charge and spin: 2.104 eV
- LUMO level: -0.108 hartree
- Molar mass: 101.17 Da
- Frontier orbital gap: 10.13 eV
- E: -307.54430 hartree

```
! wB97M-V def2-TZVPD RIJCOSX def2/J DEFGRID3
* xyz 1 1
C 0.57754 2.04368 0.27961
C 1.65907 2.59281 0.78980
N -0.61841 1.80351 1.06828
H 0.51443 1.70312 -0.74491
H 2.53007 2.76866 0.17835
H 1.68374 2.91413 1.82430
H -0.47334 2.08734 2.03455
H -1.42692 2.30401 0.70587
H -0.87623 0.58844 1.07718
C 0.40233 -2.31783 -2.08827
C -0.55820 -1.70020 -1.12137
C -0.23648 -1.41795 0.12830
N -1.13619 -0.76019 1.05981
H 1.37528 -2.45933 -1.62448
H 0.02327 -3.28676 -2.41393
H 0.50889 -1.69096 -2.97116
H -1.53818 -1.41483 -1.49609
H 0.72343 -1.68731 0.54859
H -1.03088 -1.16661 1.98620
H -2.10322 -0.90373 0.77939
*
```

Löwdin atomic charge list, values in e, 4 entries:
1 C -0.20
2 C 0.06
3 N 0.09
4 H 0.12

2.
Computed, not measured: a structure of composition C27H57BeClN3O7, with ωB97M-V/def2-TZVPD.

Properties
- E_HOMO: -10.01 eV
- Energy above the lowest of the compared OMol25 structures with the same formula, charge and spin: 0.000 eV
- LUMO level: -0.314 hartree
- Molar mass: 580.23 Da
- Frontier orbital gap: 1.46 eV
- E: -2227.92670 hartree

```
! wB97M-V def2-TZVPD RIJCOSX def2/J DEFGRID3
* xyz 1 1
Be -0.77988 -5.09078 0.20451
Cl 0.34704 -2.25334 0.67692
O 0.47727 -2.90262 -0.64214
O 0.51403 -0.83698 0.66179
O -0.99668 -2.65983 1.12653
O 1.36138 -2.88795 1.47118
C 6.54888 4.52324 0.89579
C 5.49859 3.96556 1.87127
C 4.24280 4.85438 1.77948
C 3.27588 4.47915 0.66364
C 3.01738 2.97896 0.59668
C 4.29570 2.11916 0.51529
N 5.17342 2.56439 1.60850
O 6.25257 1.71222 1.82031
C 3.80832 0.72711 0.91403
C 4.94729 2.17819 -0.87266
C 5.99683 4.13733 3.32191
H 6.83735 5.53124 1.18996
H 6.10714 4.62937 -0.09886
H 7.39650 3.85391 0.75209
H 3.64595 4.91375 2.69648
H 4.58466 5.88850 1.69005
H 3.73424 4.81504 -0.27293
H 2.31750 4.98035 0.79817
H 2.48359 2.88754 -0.35490
H 2.29960 2.72297 1.37596
H 3.23365 0.70812 1.83948
H 3.12235 0.34891 0.15218
H 4.61902 0.00475 1.01950
H 5.03758 1.16944 -1.28397
H 4.33122 2.63791 -1.65127
H 5.89430 2.70233 -0.82949
H 5.91568 5.18546 3.60984
H 7.03402 3.82390 3.43036
H 5.33716 3.59366 3.99954
H 5.98783 1.19261 2.58960
C -6.37517 -3.95402 4.81640
C -6.65416 -3.40467 3.40856
C -7.81862 -2.41268 3.40022
C -7.36362 -1.03073 3.83501
C -6.19178 -0.55533 2.96999
C -4.97976 -1.51429 2.88866
N -5.42577 -2.88730 2.82143
O -4.38822 -3.80014 2.80526
C -4.15515 -1.10885 1.66757
C -4.12280 -1.24575 4.15736
C -7.13229 -4.59774 2.56571
H -7.29344 -4.42517 5.16872
H -5.61368 -4.73511 4.86615
H -6.03435 -3.20513 5.53362
H -8.16390 -2.38038 2.35889
H -8.73695 -2.69381 3.91457
H -8.17889 -0.30348 3.79041
H -7.19353 -1.02973 4.91841
H -5.85177 0.42735 3.29274
H -6.62618 -0.43570 1.97361
H -4.75507 -0.76237 0.82620
H -3.66086 -2.02087 1.31840
H -3.31540 -0.42709 1.79021
H -3.24554 -1.89314 4.04475
H -4.67128 -1.48958 5.06853
H -3.69365 -0.25964 4.32501
H -7.07708 -4.42367 1.48526
H -6.58469 -5.52459 2.72369
H -8.21360 -4.71858 2.65438
H -4.01279 -3.79770 3.70144
C -0.04985 -1.99043 -4.12290
C -0.10694 -0.45049 -4.24641
C 0.35200 0.19037 -2.93284
C 1.82885 0.08619 -2.66673
C 2.63820 0.57870 -3.88731
C 2.17313 -0.03833 -5.22519
N 0.73131 0.04157 -5.33203
O 0.22148 -0.22995 -6.59557
C 2.89434 0.82427 -6.26814
C 2.73110 -1.47512 -5.34981
C -1.56437 -0.03976 -4.49316
H -1.00045 -2.33561 -3.71208
H 0.75059 -2.35355 -3.48350
H 0.02797 -2.48117 -5.09380
H -0.03587 1.18958 -2.72732
H -0.17064 -0.43546 -2.19841
H 2.13991 -0.91186 -2.34568
H 2.00459 0.67927 -1.76474
H 3.66123 0.23764 -3.72360
H 2.58011 1.66657 -3.83651
H 3.97823 0.81867 -6.18986
H 2.70358 0.51621 -7.30030
H 2.48094 1.83128 -6.17762
H 2.26445 -1.92736 -6.22357
H 3.81069 -1.43660 -5.50206
H 2.61889 -2.03878 -4.42671
H -1.63135 1.05198 -4.49711
H -2.24480 -0.36400 -3.70514
H -2.00847 -0.39769 -5.42112
H -0.14898 0.60587 -6.90679
*
```

Löwdin atomic charge list, values in e, 4 entries:
1 Be 0.94
2 Cl 0.64
3 O -0.44
4 O -0.29

3.
Computed, not measured: a structure of composition C2H4I2O, with ωB97M-V/def2-TZVPD.

Properties
- E_HOMO: -9.36 eV
- Energy above the lowest of the compared OMol25 structures with the same formula, charge and spin: 1.018 eV
- LUMO level: -0.005 hartree
- Molar mass: 297.86 Da
- Frontier orbital gap: 9.23 eV
- E: -749.17816 hartree

```
! wB97M-V def2-TZVPD RIJCOSX def2/J DEFGRID3
* xyz 0 1
C 0.02064 -0.14519 -0.72986
C 0.13339 -0.09609 0.96257
O -1.00447 0.62342 -1.11507
I -1.64264 -0.76602 1.85138
I 1.97490 -1.15564 1.53392
H 0.87102 0.16967 -1.25988
H -0.00384 -1.19053 -0.85483
H 0.40777 1.03424 1.07096
H -0.75677 1.52614 -1.45918
*
```

Löwdin atomic charge list, values in e, 4 entries:
1 C -0.46
2 C -1.23
3 O -0.09
4 I 0.79

4.
Computed, not measured: a structure of composition C37H41F3N2O2S, with ωB97M-V/def2-TZVPD.

Properties
- E_HOMO: -8.82 eV
- Energy above the lowest of the compared OMol25 structures with the same formula, charge and spin: 0.000 eV
- LUMO level: -0.020 hartree
- Molar mass: 634.81 Da
- Frontier orbital gap: 8.28 eV
- E: -2392.15119 hartree

```
! wB97M-V def2-TZVPD RIJCOSX def2/J DEFGRID3
* xyz 0 1
C 4.83946 -1.32225 -0.67918
C 5.05668 -1.22241 -2.02683
C 4.05515 -0.53796 -2.87743
O 3.60704 -1.12399 -3.82233
O 3.67253 0.73308 -2.52934
C 2.42781 0.73719 -1.76836
C 1.22743 0.98568 -2.69459
C 0.63049 2.39142 -2.56771
C -0.15898 2.65847 -1.27670
C -1.66183 2.35968 -1.36808
C -2.06157 0.89061 -1.59894
C -2.06022 0.01922 -0.36096
C -0.86540 -0.13746 0.42537
C -0.80359 -0.87719 1.55950
C -1.96512 -1.54781 2.01656
N -2.08120 -2.29294 3.11991
S -3.61266 -2.80733 3.09315
N -4.16049 -2.13050 1.76148
C -3.14438 -1.43334 1.22307
C -3.19208 -0.64998 0.02985
C -4.50456 -0.62496 -0.71572
C -4.43493 -1.16342 -2.17221
C -5.12275 -2.50492 -2.35983
C -4.70277 -3.09081 -3.72761
H 4.62580 -2.27107 -0.19240
H 4.86308 -0.45500 -0.01864
H 5.93101 -1.63933 -2.51969
H 2.50868 1.44757 -0.94770
H 2.31878 -0.27352 -1.37174
H 1.59503 0.87408 -3.71485
H 0.50749 0.18079 -2.55136
H 1.48419 3.07833 -2.56566
H 0.06423 2.65284 -3.46421
H 0.35006 2.15786 -0.45343
H -0.06463 3.72887 -1.07195
H -2.14554 2.73868 -0.46622
H -2.06439 2.93081 -2.20768
H -1.51400 0.43028 -2.42144
H -3.09692 0.91698 -1.93625
H 0.05029 0.34737 0.12301
H 0.11171 -0.94350 2.13313
H -5.23134 -1.23771 -0.18508
H -4.91026 0.38989 -0.69152
H -4.83113 -0.40633 -2.85158
H -3.38017 -1.28366 -2.43230
H -4.83539 -3.23174 -1.59937
H -6.20748 -2.39425 -2.41457
H -5.23682 -4.00663 -3.96517
H -4.87902 -2.32722 -4.48876
H -3.62155 -3.24134 -3.71788
F -0.18371 -9.54150 3.59360
C -0.70278 -8.32629 3.85926
C -0.23996 -7.23262 3.15515
C -0.78003 -5.98437 3.42917
C -1.76074 -5.84735 4.40101
C -2.20861 -6.95972 5.09985
C -1.68096 -8.21369 4.82681
H 0.53034 -7.36255 2.40686
H -0.43524 -5.11557 2.88386
H -2.17328 -4.87091 4.61336
H -2.97076 -6.85270 5.86013
H -2.01999 -9.09573 5.35326
F 6.66115 2.25820 0.52415
C 6.82252 2.89716 -0.65612
C 7.79556 3.86986 -0.76307
C 7.95766 4.51779 -1.97977
C 7.14626 4.19301 -3.05884
C 6.17135 3.21311 -2.92380
C 6.00766 2.55348 -1.71501
H 8.41207 4.11222 0.09227
H 8.71979 5.27837 -2.08428
H 7.27430 4.70366 -4.00400
H 5.53368 2.95888 -3.76046
H 5.25884 1.78340 -1.59699
F -2.24524 5.19588 0.51295
C -2.06617 4.99711 1.83464
C -2.61738 5.89020 2.73066
C -2.42174 5.67814 4.08774
C -1.67587 4.59176 4.52602
C -1.12877 3.70926 3.60491
C -1.32978 3.90678 2.24650
H -3.18610 6.73547 2.36707
H -2.85153 6.36473 4.80458
H -1.52224 4.43358 5.58501
H -0.54535 2.86327 3.94305
H -0.92076 3.22658 1.51070
*
```

Löwdin atomic charge list, values in e, 4 entries:
1 C 0.05
2 C -0.05
3 C -0.51
4 O 0.16

5.
Computed, not measured: a structure of composition C5H10N2O, with ωB97M-V/def2-TZVPD.

Properties
- E_HOMO (spin up / spin down): -9.33 / -8.62 eV
- Energy above the lowest of the compared OMol25 structures with the same formula, charge and spin: 6.891 eV
- LUMO level (spin up / spin down): -0.053 / -0.072 hartree
- Molar mass: 114.15 Da
- Frontier orbital gap (spin up / spin down): 7.90 / 6.67 eV
- E: -381.03218 hartree

```
! wB97M-V def2-TZVPD RIJCOSX def2/J DEFGRID3
* xyz 0 1
C 0.89534 0.53376 -1.47443
C 0.12301 -0.47604 -2.23627
O 1.28060 -0.18640 0.90440
H 1.88645 0.34413 1.44571
H 1.10052 1.57344 -1.25036
H 1.95061 0.28803 -1.54457
H 0.31962 -1.48017 -1.86199
H -0.94880 -0.30254 -2.29249
H 0.47838 -0.43923 -3.27784
C -0.93479 -1.02772 1.33049
C -0.00833 0.18464 1.35984
N 0.13316 0.91162 2.46096
C -0.66479 1.23056 -0.15219
N -1.44212 2.03078 -0.46379
H -0.65383 0.82038 3.09830
H -1.88165 -0.79983 1.81742
H -1.18643 -1.33497 0.31660
H -0.44696 -1.87043 1.82020
*
```

Löwdin atomic charge list, values in e, 4 entries:
1 C 0.03
2 C -0.11
3 O -0.06
4 H 0.11

6.
Computed, not measured: a structure of composition C5H5NO, with ωB97M-V/def2-TZVPD.

Properties
- E_HOMO: -9.31 eV
- Energy above the lowest of the compared OMol25 structures with the same formula, charge and spin: 3.734 eV
- LUMO level: 0.031 hartree
- Molar mass: 95.10 Da
- Frontier orbital gap: 10.14 eV
- E: -323.38247 hartree

```
! wB97M-V def2-TZVPD RIJCOSX def2/J DEFGRID3
* xyz 0 1
O 1.10836 0.54593 1.79285
C 1.38899 -0.14872 0.84910
C 0.40366 -0.96656 0.05495
C -1.03599 -0.61933 -0.07001
C -1.22741 0.87014 -0.00131
C -0.32605 1.01251 -0.97220
N -0.11203 -0.41858 -1.22857
H 2.42925 -0.19925 0.46338
H 0.66837 -2.02173 -0.03938
H -1.80617 -1.38598 -0.12062
H -1.77331 1.52503 0.66533
H 0.28233 1.80654 -1.39351
*
```

Löwdin atomic charge list, values in e, 4 entries:
1 O 0.07
2 C -0.22
3 C -0.19
4 C -0.19